Run w
Computed, not measured: C4H8N2OS in the gas phase, with wB97M-V/def2-TZVPD.

Cartesian coordinates (Å):
N 2.59 -0.56 -0.07
C 1.46 0.19 -0.05
N 1.55 1.57 -0.04
C 0.25 -0.44 0.13
C -1.02 0.24 0.15
S -1.49 1.86 0.10
C -2.05 -0.89 0.16
O -3.34 -0.42 -0.34
H 3.60 -0.24 0.03
H 2.59 -1.55 -0.18
H 0.71 2.09 -0.01
H 2.30 2.12 -0.62
H 0.13 -1.48 0.36
H -1.73 -1.74 -0.40
H -2.11 -1.28 1.22
H -3.42 0.53 -0.43

Computed properties:
spin multiplicity: 1
SMILES: NC(N)=CC(=S)CO
frontier orbital gap: 0.3070 Eh



Run x
Computed, not measured: a molecular structure, C4H8N2OS, with wB97M-V/def2-TZVPD.

Cartesian coordinates (Å):
C 3.12 0.71 0.72
C -0.41 0.44 1.32
C -0.71 0.05 -0.22
C 0.56 0.05 -0.98
N 3.36 1.82 0.58
N 2.44 -1.06 0.86
O 1.09 -2.63 -0.41
S 1.64 -1.33 -0.48
H 0.26 -0.29 1.91
H 0.24 1.33 1.23
H -1.32 0.62 1.97
H -1.22 0.93 -0.77
H -1.33 -0.90 -0.40
H 0.40 -0.21 -2.06
H 1.16 0.85 -0.76
H 2.63 -1.23 -1.74

Computed properties:
spin multiplicity: 1
frontier orbital gap: 0.3552 Eh



Run y
Computed, not measured: C4H8N2OS in the gas phase, with wB97M-V/def2-TZVPD.

Cartesian coordinates (Å):
C -3.31 1.18 -0.13
C -2.48 -0.03 0.33
O -3.23 -1.18 0.08
C -1.09 -0.08 -0.36
N -0.05 0.04 0.36
N 1.13 -0.10 -0.28
C 2.25 0.07 0.52
S 3.77 0.02 -0.13
H -3.55 1.06 -1.19
H -2.86 2.11 0.06
H -4.29 1.02 0.35
H -2.27 0.03 1.42
H -3.40 -1.26 -0.85
H -1.01 -0.37 -1.41
H 1.22 0.00 -1.31
H 1.97 0.13 1.58

Computed properties:
spin multiplicity: 1
SMILES: C[C@@H](O)/C=N/NC=S
frontier orbital gap: 0.3297 Eh



Run z
Computed, not measured: C4H8N2OS in the gas phase, with wB97M-V/def2-TZVPD.

Cartesian coordinates (Å):
O 2.19 -0.49 -0.61
C 1.21 0.07 0.24
C 0.32 1.05 -0.52
N -0.86 1.30 0.25
N -2.00 0.61 -0.11
C -1.96 -0.65 -0.37
S -0.72 -1.87 -0.25
C 0.39 -1.02 0.92
H 1.78 -1.06 -1.26
H 1.88 0.56 1.05
H 0.97 1.93 -0.61
H 0.08 0.74 -1.50
H -1.16 2.25 0.33
H -2.93 -1.07 -0.69
H -0.24 -0.57 1.71
H 1.04 -1.78 1.41

Computed properties:
spin multiplicity: 1
SMILES: O[C@H]1CNN=CSC1
frontier orbital gap: 0.3308 Eh



Energy above the most stable structure, in hartree: run w 0.0000; run x 0.1964; run y 0.0274; run z 0.0213



Run w
Computed, not measured: a molecular structure, C4H8N2OS, with wB97M-V/def2-TZVPD.

Cartesian coordinates (Å):
C 1.93 0.23 -0.17
C 0.75 -0.62 -0.40
C -0.54 -0.46 0.04
C -1.11 0.49 0.85
H 0.50 2.01 -0.45
H 2.44 2.30 -0.44
H 1.15 -1.66 -0.71
H -0.69 -2.47 -0.32
H -2.30 -1.56 -0.39
H -1.69 -0.20 1.70
H -0.35 1.35 1.13
H -1.64 0.36 -1.05
N 1.75 1.51 -0.33
N -1.31 -1.64 -0.03
O -2.20 0.89 0.15
S 3.32 -0.52 0.42

Computed properties:
spin multiplicity: 1
frontier orbital gap: 0.2725 Eh



Run x
Computed, not measured: C4H8N2OS in the gas phase, with wB97M-V/def2-TZVPD.

Cartesian coordinates (Å):
C -1.19 1.19 0.01
C -0.95 -0.28 0.14
N -1.77 -1.24 -0.01
O -3.07 -0.67 -0.29
N 0.37 -0.67 0.43
C 1.42 0.09 -0.28
C 2.72 -0.18 0.43
S 4.15 -0.48 -0.25
H -0.41 1.75 0.49
H -2.18 1.41 0.44
H -1.23 1.43 -1.01
H -3.63 -1.43 -0.37
H 0.54 -1.66 0.33
H 1.21 1.16 -0.24
H 1.44 -0.21 -1.35
H 2.58 -0.21 1.53

Computed properties:
spin multiplicity: 1
SMILES: C/C(=N\O)NCC=S
frontier orbital gap: 0.3102 Eh



Energy above the most stable structure, in hartree: run w 0.1501; run x 0.0000



Run w
Computed, not measured: 2 unconnected molecules or ions with the total composition HO2S, with wB97M-V/def2-TZVPD.

Cartesian coordinates (Å):
O -1.26 0.26 2.01
O 1.05 -0.68 -1.16
S -0.32 0.85 1.00
H 0.53 -0.43 -1.86

Computed properties:
spin multiplicity: 1
charge: -1
frontier orbital gap (alpha / beta): 0.2526 / 0.2175 Eh



Run x
Computed, not measured: a gas-phase ion, HO2S (charge -1), with wB97M-V/def2-TZVPD.

Cartesian coordinates (Å):
O -1.81 -0.59 0.87
O -1.53 -0.21 -1.80
S -1.30 0.31 -0.19
H 0.14 -0.16 0.05

Computed properties:
spin multiplicity: 1
charge: -1
frontier orbital gap: 0.2757 Eh



Energy above the most stable structure, in hartree: run w 0.0572; run x 0.0000



Run w
Computed, not measured: C10H9NO in the gas phase, with wB97M-V/def2-TZVPD.

Cartesian coordinates (Å):
C -2.79 0.51 0.71
N -1.29 1.03 0.21
C -0.78 2.36 0.76
C 0.55 2.46 0.50
C 0.97 1.02 0.01
C 2.23 0.50 -0.35
C 2.07 -0.73 -1.04
C 0.97 -1.55 -0.91
C 0.91 -2.96 -0.86
O 0.07 -3.69 -0.31
C -0.19 -1.00 -0.42
C -0.18 0.22 -0.09
H -2.72 -0.37 1.46
H -3.43 1.19 1.18
H -3.09 0.07 -0.13
H -1.53 2.98 1.08
H 1.41 3.16 1.01
H 3.25 1.15 -0.09
H 2.94 -1.32 -1.15
H 1.69 -3.35 -1.52
H -1.04 -1.67 -0.06

Computed properties:
spin multiplicity: 1
SMILES: Cn1ccc2ccc(C=O)cc21
frontier orbital gap: 0.3100 Eh



Run x
Computed, not measured: C10H9NO in the gas phase, with wB97M-V/def2-TZVPD.

Cartesian coordinates (Å):
N 2.94 -0.79 -2.26
C 2.37 -1.23 -1.08
C 1.29 -0.51 -0.44
C 0.66 0.83 -1.01
C -0.44 0.97 -0.06
C -1.47 1.92 -0.37
C -2.54 1.79 0.58
C -2.69 0.74 1.46
C -1.76 -0.27 1.57
C -0.67 -0.14 0.84
C 0.63 -1.02 0.62
O 0.78 -2.15 0.96
H 4.04 -0.90 -2.00
H 2.74 0.08 -2.50
H 2.64 -2.15 -0.52
H 1.48 1.70 -1.24
H 0.23 0.77 -1.97
H -1.28 2.83 -1.01
H -3.57 2.24 0.23
H -3.45 0.84 2.18
H -1.91 -1.11 2.29

Computed properties:
spin multiplicity: 1
SMILES: N/C=C1\Cc2ccccc2C1=O
frontier orbital gap: 0.3124 Eh



Energy above the most stable structure, in hartree: run w 0.0359; run x 0.0000



Run w
Computed, not measured: 2 unconnected molecules or ions with the total composition C2H10NO, with wB97M-V/def2-TZVPD.

Cartesian coordinates (Å):
C 1.47 -0.91 -1.73
N 1.02 -0.85 -0.30
H 1.77 -0.53 0.31
H 0.19 -0.19 -0.17
H 0.58 -1.72 0.01
H 0.57 -1.04 -2.32
H 2.09 -1.77 -1.87
H 1.93 0.04 -1.98
C -1.96 1.15 0.96
O -0.61 0.60 1.08
H 0.06 1.16 1.46
H -1.83 2.17 0.65
H -2.29 1.30 1.98
H -2.46 0.58 0.19

Computed properties:
spin multiplicity: 1
charge: +1
frontier orbital gap: 0.4243 Eh



Run x
Computed, not measured: 2 unconnected molecules or ions with the total composition C2H10NO, with wB97M-V/def2-TZVPD.

Cartesian coordinates (Å):
C 0.29 -2.26 0.49
O 0.15 -1.65 -0.74
H 1.03 -1.57 -1.09
H -0.64 -2.34 1.04
H 0.75 -3.25 0.31
H 1.02 -1.86 1.16
C 0.26 2.06 -0.18
N -0.97 1.17 -0.07
H -1.28 1.10 0.95
H -1.68 1.57 -0.72
H -0.91 0.19 -0.58
H 1.18 1.50 0.11
H 0.41 2.94 0.50
H 0.38 2.39 -1.20

Computed properties:
spin multiplicity: 1
charge: +1
frontier orbital gap: 0.3903 Eh



Energy above the most stable structure, in hartree: run w 0.0000; run x 0.0188



Run w
Computed, not measured: 2 unconnected molecules or ions with the total composition C2H10NO, with wB97M-V/def2-TZVPD.

Cartesian coordinates (Å):
O -0.65 -2.35 0.90
H -1.47 -2.40 1.40
H 0.13 -0.07 -1.57
H -0.09 -2.45 1.68
C -0.95 1.25 -0.58
N 0.06 0.03 -0.57
C 1.44 0.45 0.02
H -0.35 2.01 -1.22
H -1.24 1.69 0.37
H -1.95 0.99 -1.02
H -0.28 -0.84 -0.09
H 1.55 0.57 1.19
H 2.31 -0.33 -0.25
H 1.48 1.44 -0.24

Computed properties:
spin multiplicity: 1
charge: +1
frontier orbital gap: 0.4876 Eh



Run x
Computed, not measured: 2 unconnected molecules or ions with the total composition C2H10NO, with wB97M-V/def2-TZVPD.

Cartesian coordinates (Å):
O -0.17 2.31 0.12
H 0.30 2.77 -0.65
H -0.11 0.74 0.23
H -0.46 2.90 0.77
C -0.60 -1.06 -1.11
N -0.29 -0.34 0.14
C 1.02 -0.77 0.80
H 0.05 -0.87 -1.89
H -0.74 -2.09 -0.85
H -1.64 -0.60 -1.42
H -1.14 -0.38 1.05
H 1.57 0.03 1.20
H 1.63 -1.31 0.01
H 0.55 -1.34 1.59

Computed properties:
spin multiplicity: 1
charge: +1
frontier orbital gap: 0.4816 Eh



Energy above the most stable structure, in hartree: run w 0.0000; run x 0.0195



Run w
Computed, not measured: 3 unconnected molecules or ions with the total composition C5H17NO2, with wB97M-V/def2-TZVPD.

Cartesian coordinates (Å):
C -0.97 1.13 -1.88
C 0.55 1.02 -1.89
C 1.25 1.45 -0.59
C 1.09 0.45 0.65
C 0.53 1.20 1.85
N 0.27 -0.72 0.44
H -1.40 0.69 -0.97
H -1.49 0.73 -2.74
H -1.34 2.15 -1.72
H 0.77 -0.02 -2.11
H 0.94 1.61 -2.73
H 2.31 1.60 -0.77
H 0.73 2.37 -0.28
H 2.13 0.11 0.72
H 0.91 2.24 1.88
H 0.68 0.87 2.87
H -0.56 1.34 1.70
H -0.72 -0.62 0.25
H 0.72 -1.42 -0.14
O -3.23 0.45 2.05
H -3.00 -0.32 2.55
H -2.89 1.27 2.43
O 1.21 -5.62 -0.63
H 1.21 -6.57 -0.44
H 0.29 -5.41 -0.52

Computed properties:
spin multiplicity: 1
SMILES: CCC[C@@H](C)N.O.O
frontier orbital gap: 0.3488 Eh



Run x
Computed, not measured: 3 unconnected molecules or ions with the total composition C5H17NO2, with wB97M-V/def2-TZVPD.

Cartesian coordinates (Å):
C 0.97 0.93 0.31
C 0.46 0.56 -1.10
C 1.39 -0.41 -1.80
N -0.89 0.04 -1.07
C -1.99 0.95 -0.93
C -1.11 -1.28 -0.47
H 1.99 0.63 0.57
H 0.24 0.57 1.01
H 1.18 2.00 0.43
H 0.34 1.45 -1.72
H 2.26 0.01 -2.31
H 1.87 -1.11 -1.09
H 0.97 -1.19 -2.44
H -1.74 1.87 -1.47
H -2.89 0.53 -1.39
H -2.19 1.24 0.12
H -0.17 -1.74 -0.22
H -1.48 -1.91 -1.30
H -1.84 -1.36 0.34
O -0.03 1.21 3.45
H -0.61 1.98 3.49
H -0.37 0.75 2.68
O 1.36 -2.20 1.76
H 1.49 -1.86 0.88
H 0.79 -1.66 2.30

Computed properties:
spin multiplicity: 1
SMILES: CC(C)N(C)C.O.O
frontier orbital gap: 0.3205 Eh



Energy above the most stable structure, in hartree: run w 0.0000; run x 0.0265